Record 1
Here is 2 unconnected molecules or ions with the total composition C6H14NS from the Open Molecules 2025 dataset. Energies are from ωB97M-V/def2-TZVPD.

The geometry in ORCA input format:
```
! wB97M-V def2-TZVPD RIJCOSX def2/J DEFGRID3
* xyz 1 1
C 0.5769 -0.2149 -1.2688
C 0.3942 0.3027 0.1311
C 1.2432 1.2159 0.8852
C -2.2124 1.5057 -0.7012
C 2.1827 -1.6692 0.1345
C -2.0959 0.4909 0.4147
N 0.8492 -1.0870 -0.0941
S -2.5908 -1.1578 0.0611
H -0.2565 -0.3799 -1.9141
H 1.5480 -0.1790 -1.6105
H 1.6862 0.5547 1.5783
H 0.7315 1.9483 1.4700
H 1.8730 1.7721 0.3417
H -2.0078 1.0372 -1.6507
H -1.5017 2.2620 -0.6738
H -3.2352 1.7178 -0.6974
H 3.0521 -1.0077 -0.0978
H 2.1861 -2.1085 1.0834
H 2.3347 -2.5055 -0.4715
H -2.3096 0.7990 1.4500
H 0.0989 -1.6536 0.2935
H -2.5469 -1.6430 1.3366
*
```

Its HOMO energy (spin up / spin down) is -12.164 / -12.166 eV. The calculation puts the orbital gap (spin up / spin down) at 8.1 / 8.1 eV. Its total energy is -18763.154 eV. The energy above the lowest of the compared OMol25 structures with the same formula, charge and spin comes out at 476.0 kJ/mol.

From a natural (NBO) analysis of the wavefunction, the atomic charges in e read: -0.2461 0.1030 -0.6893 -0.6707 -0.4353 -0.1605 -0.4008 0.1027 0.2331 0.2104 0.2281 0.2463 0.2287 0.2173 0.2484 0.2519 0.2414 0.2324 0.2353 0.2348 0.4320 0.1570



Record 2
Here is 2 unconnected molecules or ions with the total composition C4H12 from the Open Molecules 2025 dataset. Energies are from ωB97M-V/def2-TZVPD.

The geometry in ORCA input format:
```
! wB97M-V def2-TZVPD RIJCOSX def2/J DEFGRID3
* xyz 0 1
C 1.9865 -0.3645 2.0246
C 0.7548 0.1802 1.3346
H 2.4741 -1.1351 1.4349
H 2.7195 0.4044 2.2620
H 1.7464 -0.9526 2.9187
H 0.0601 -0.5570 0.9431
H 1.0451 0.8662 0.5410
H 0.2593 0.9370 1.9537
C -1.0767 0.7827 -1.7673
C -1.6931 -0.5712 -1.5201
H -1.7822 1.6059 -1.8310
H -0.3466 1.0296 -1.0031
H -0.4727 0.8210 -2.6741
H -1.1549 -1.3441 -2.0810
H -2.6748 -0.7087 -1.9965
H -1.8447 -0.9938 -0.5395
*
```

Its HOMO energy is -11.311 eV. The calculation puts the orbital gap at 12.5 eV. Its total energy is -4342.103 eV. The energy above the lowest of the compared OMol25 structures with the same formula, charge and spin comes out at 41.0 kJ/mol.

From a natural (NBO) analysis of the wavefunction, the atomic charges in e read: -0.6091 -0.6136 0.2016 0.2065 0.2013 0.2097 0.1996 0.2043 -0.6174 -0.6263 0.2060 0.2086 0.2077 0.2056 0.2057 0.2097



Record 3
Here is a molecular structure, C14H13N7PtS3 from the Open Molecules 2025 dataset. Energies are from ωB97M-V/def2-TZVPD.

The geometry in ORCA input format:
```
! wB97M-V def2-TZVPD RIJCOSX def2/J DEFGRID3
* xyz 0 1
Pt 0.4917 -0.6805 -0.3146
S 2.7473 -1.2218 -0.4276
C 3.1789 -1.0283 1.2465
C 4.5285 -0.8553 1.5685
C 4.9330 -0.6892 2.8734
C 3.9945 -0.6867 3.9022
C 2.6628 -0.8674 3.6125
C 2.2371 -1.0507 2.2954
S 0.5489 -1.3682 2.0452
H 5.2450 -0.8426 0.7604
H 5.9800 -0.5535 3.0996
H 4.3068 -0.5450 4.9264
H 1.9178 -0.8690 4.3960
N -2.1233 0.3230 1.4736
C -2.5663 -0.2968 0.3715
N -1.7925 -0.7110 -0.5826
C -2.4957 -1.1797 -1.6617
C -1.9425 -1.6594 -2.8428
C -2.7902 -2.0562 -3.8589
C -4.1732 -2.0021 -3.7011
C -4.7426 -1.5555 -2.5211
C -3.8946 -1.1326 -1.5145
S -4.2963 -0.4708 0.0549
H -1.1410 0.1400 1.6970
H -2.7525 0.4410 2.2515
H -0.8639 -1.7106 -2.9355
H -2.3801 -2.4239 -4.7896
H -4.8185 -2.3212 -4.5060
H -5.8124 -1.5415 -2.3760
N 1.7885 4.4441 0.0367
N 0.9644 3.4467 -0.3580
N -0.3278 3.6092 -0.4787
C -0.7334 2.3916 -0.8020
N 0.2971 1.5436 -0.8763
N 1.3695 2.2317 -0.5915
H 1.4587 5.3539 -0.2611
H 2.7507 4.2491 -0.2111
H -1.7539 2.1438 -0.9988
*
```

Its HOMO energy (spin up / spin down) is -6.608 / -6.608 eV. The calculation puts the orbital gap (spin up / spin down) at 6.1 / 6.1 eV. Its total energy is -60911.070 eV.

From a natural (NBO) analysis of the wavefunction, the atomic charges in e read: 0.6048 -0.0943 -0.1950 -0.2218 -0.2251 -0.2265 -0.2153 -0.2171 -0.2023 0.2128 0.2079 0.2080 0.2092 -0.8099 0.3192 -0.6007 0.2031 -0.2392 -0.1982 -0.2202 -0.1993 -0.2451 0.3477 0.4322 0.4041 0.2335 0.2210 0.2188 0.2221 -0.6081 0.1793 -0.2707 0.1278 -0.3403 -0.0416 0.3957 0.4002 0.2233



Record 4
Here is a molecular structure, C48H75As3BrCrN2O4SSiTe from the Open Molecules 2025 dataset. Energies are from ωB97M-V/def2-TZVPD.

The geometry in ORCA input format:
```
! wB97M-V def2-TZVPD RIJCOSX def2/J DEFGRID3
* xyz 0 4
Cr -0.1151 -1.3992 0.3358
Br -4.9992 -3.9679 -4.6665
C -3.5183 -3.5174 -3.5636
C -2.2458 -3.9711 -3.9009
C -1.1779 -3.5921 -3.1139
C -1.3287 -2.7492 -1.9964
O -0.2535 -2.3548 -1.3565
C -2.6408 -2.3675 -1.6199
C -2.9613 -1.6472 -0.4048
N -2.1012 -1.3093 0.5209
C -2.5281 -0.8572 1.7644
C -3.8583 -0.8545 2.2288
C -4.1519 -0.3445 3.4846
C -3.1664 0.1876 4.3066
C -1.8205 0.1962 3.8801
C -0.7615 0.7454 4.6306
C 0.5218 0.7458 4.1095
C 0.7583 0.1624 2.8817
N -0.2105 -0.4195 2.1451
C -1.4992 -0.3664 2.6086
C -3.7153 -2.7543 -2.4403
H -2.1024 -4.6078 -4.7640
H -0.1715 -3.9224 -3.3559
H -4.0102 -1.4276 -0.2396
H -4.6569 -1.2588 1.6214
H -5.1799 -0.3604 3.8275
H -3.4135 0.6034 5.2769
H -0.9696 1.1837 5.5999
H 1.3472 1.1925 4.6500
H 1.7503 0.1741 2.4560
H -4.7186 -2.4506 -2.1626
C 3.4834 -2.7373 -0.9128
As 2.3881 -1.7230 0.3353
C 3.5874 -0.1765 0.4183
C 2.9416 -2.5257 2.0531
C 2.5520 -3.9638 2.4508
C 2.9018 -4.9771 1.3527
C 1.0595 -4.1224 2.7865
As -0.2797 -3.5797 1.4683
C -0.4359 -5.1369 0.3204
C -1.8305 -3.9108 2.5952
C 3.3841 -4.3530 3.6956
As 3.5148 -3.3670 5.4095
C 4.4683 -1.7354 4.8686
C 1.7741 -2.5149 5.7017
H 4.3929 -3.0522 -0.4061
H 3.7393 -2.0866 -1.7436
H 2.9531 -3.6053 -1.3005
H 4.4938 -0.4243 0.9680
H 3.1022 0.6862 0.8753
H 3.8495 0.0943 -0.6041
H 2.5407 -1.8521 2.8105
H 4.0291 -2.4339 2.0829
H 2.2829 -4.8317 0.4664
H 2.7304 -5.9964 1.7116
H 3.9495 -4.8961 1.0550
H 0.8040 -3.5366 3.6669
H 0.8629 -5.1687 3.0311
H -0.2823 -6.0455 0.8975
H 0.2736 -5.0825 -0.5016
H -1.4394 -5.1349 -0.1032
H -1.7993 -4.9303 2.9759
H -2.7318 -3.7720 1.9991
H -1.8557 -3.2039 3.4232
H 4.4371 -4.4416 3.4078
H 3.0786 -5.3572 4.0034
H 5.3520 -1.9921 4.2820
H 4.8010 -1.2364 5.7795
H 3.8419 -1.0478 4.3009
H 1.0057 -3.2613 5.9024
H 1.4602 -1.8655 4.8832
H 1.8900 -1.9029 6.5979
C 2.2410 3.4976 -2.5815
C 0.8868 4.0280 -3.0538
C 0.5065 5.2799 -2.2821
C 0.9192 4.2983 -4.5496
O -0.1637 3.0819 -2.7822
Si -0.2873 1.4616 -2.7608
S 0.0273 0.8309 -0.6885
O 0.8794 0.8736 -3.7120
C 1.2521 -0.3805 -4.3216
C 2.1297 -0.0157 -5.5048
C 2.0331 -1.1704 -3.2850
C 0.0265 -1.1581 -4.7782
O -1.8025 0.9877 -3.0856
C -2.8195 1.4806 -3.9990
C -3.5795 2.5994 -3.3024
C -3.7250 0.2909 -4.2666
C -2.1951 1.9889 -5.2935
H 2.9965 4.2826 -2.6600
H 2.5539 2.6433 -3.1850
H 2.1763 3.1742 -1.5392
H 1.2428 6.0713 -2.4479
H 0.4515 5.0636 -1.2115
H -0.4744 5.6366 -2.6075
H 1.6971 5.0304 -4.7848
H -0.0418 4.6954 -4.8863
H 1.1322 3.3746 -5.0944
H 3.0227 0.5178 -5.1705
H 1.5773 0.6272 -6.1953
H 2.4366 -0.9173 -6.0406
H 2.8652 -0.5595 -2.9207
H 2.4314 -2.0908 -3.7198
H 1.3860 -1.4355 -2.4408
H -0.4741 -0.6495 -5.6040
H -0.6877 -1.2848 -3.9590
H 0.3275 -2.1503 -5.1220
H -4.0306 2.2257 -2.3805
H -4.3724 2.9779 -3.9540
H -2.9032 3.4177 -3.0450
H -4.2084 -0.0342 -3.3413
H -3.1451 -0.5497 -4.6575
H -4.4956 0.5571 -4.9950
H -1.5306 2.8352 -5.1007
H -2.9814 2.3158 -5.9772
H -1.6233 1.1994 -5.7834
C -0.1665 6.9305 4.2834
C -0.4388 5.7467 3.3897
C 0.5840 5.0576 2.7641
C 0.3586 3.9844 1.8951
C 1.5860 3.2898 1.3609
C -0.9563 3.6069 1.6325
Te -1.7488 2.2048 0.2282
C -2.0181 4.2540 2.3049
C -3.4610 3.8235 2.1369
C -1.7387 5.3068 3.1631
H 0.9050 7.0842 4.4170
H -0.6167 6.7953 5.2702
H -0.5858 7.8446 3.8556
H 1.6145 5.3546 2.9487
H 2.2682 4.0097 0.9016
H 1.3498 2.5192 0.6302
H 2.1199 2.8148 2.1877
H -3.5885 2.7620 2.3781
H -3.8178 3.9766 1.1102
H -4.1118 4.3977 2.7955
H -2.5669 5.7971 3.6697
*
```

Its HOMO energy (spin up / spin down) is -4.638 / -6.307 eV. The calculation puts the orbital gap (spin up / spin down) at 4.8 / 6.4 eV. Its total energy is -369155.944 eV. The expectation value of S² is 3.8207. The energy above the lowest of the compared OMol25 structures with the same formula, charge and spin comes out at 9.6 kJ/mol.

Löwdin population analysis, charges in e, atoms 1 to 99: -0.0161 0.6992 -0.7104 -0.1283 -0.0456 -0.3720 -0.2956 -0.1305 -0.0722 -0.0764 -0.3136 -0.0503 -0.1042 -0.0614 -0.1654 -0.0260 -0.0888 -0.1839 -0.0529 -0.2195 -0.1109 0.1001 0.1194 0.1124 0.0931 0.0993 0.1024 0.1102 0.1065 0.0688 0.1083 -0.2697 1.1510 -0.2569 -0.3292 -0.6434 -0.0703 -0.3119 1.1824 -0.2554 -0.2499 -0.3883 1.1307 -0.3520 -0.3545 0.0345 0.0018 0.0332 0.0334 0.0012 0.0247 0.0348 0.0729 0.0474 0.0932 0.0852 0.0435 0.0881 0.0352 0.0205 0.0367 0.0351 0.0318 0.0343 0.0660 0.0594 0.0173 0.0117 0.0019 0.0191 -0.0062 0.0201 -0.0204 -0.6264 -0.0175 -0.0255 -0.1657 -0.0602 0.3628 -0.1227 -0.6071 -0.0234 -0.0468 -0.0148 -0.1575 -0.6125 -0.0329 -0.0167 -0.0139 0.0937 0.0761 0.0680 0.0913 0.0822 0.0917 0.0922 0.0858 0.0833 0.0876



Record 5
Here is 11 unconnected molecules or ions with the total composition C38H76B2Cl20N2O8PS from the Open Molecules 2025 dataset. Energies are from ωB97M-V/def2-TZVPD.

The geometry in ORCA input format:
```
! wB97M-V def2-TZVPD RIJCOSX def2/J DEFGRID3
* xyz -1 1
C -2.9187 -1.3570 1.8463
C -1.4836 -0.7642 1.2456
C -0.9334 -1.8409 0.1407
C 0.4307 -1.4028 -0.6511
C 1.1602 -0.0440 -0.1005
O 2.6471 -0.1203 -0.2917
B 3.1261 1.2237 0.1788
C 3.5548 1.4050 1.7562
C 3.7892 0.0059 2.5790
S 3.2140 0.1040 4.3980
C 1.8993 -1.2538 4.5673
N 1.8333 -2.5051 3.6669
N 0.7685 -3.3545 3.9286
C 0.1046 -2.6286 5.1105
O 0.7679 -1.3750 5.5142
B 4.3492 1.8322 -0.8028
O 4.5472 1.2642 -2.1799
O 5.2457 2.9428 -0.4282
C 4.5106 4.1715 -0.0922
C 5.4489 5.4938 0.1672
O 2.0062 2.1527 -0.2101
C 0.9511 1.3797 -0.9452
C -0.5549 2.0178 -1.0538
C -1.5765 1.1806 -2.0369
P -3.3780 1.8862 -1.8077
O -4.0329 1.0549 -0.6306
O -4.2742 1.8713 -3.3019
C -5.3470 0.8647 -3.3024
C -4.8278 -0.6738 -3.6434
O -3.1373 3.5691 -1.3214
C -4.4095 4.1669 -0.8858
C -4.3849 4.2954 0.7527
H -3.3462 -2.1176 1.0357
H -2.7161 -2.0179 2.8132
H -3.7034 -0.5233 2.0884
H -0.7593 -0.6466 2.1669
H -1.6921 0.3123 0.8378
H -0.8229 -2.8863 0.7040
H -1.7997 -1.9769 -0.6616
H 0.1644 -1.3387 -1.8072
H 1.1817 -2.3257 -0.5627
H 1.1065 0.2451 1.0334
H 2.6913 1.9961 2.3089
H 4.5351 2.0572 1.9215
H 4.9524 -0.2568 2.6239
H 3.2700 -0.9318 2.1088
H -0.8358 -3.1915 5.5202
H 5.1316 0.4514 -2.1409
H 3.7663 4.4539 -0.9687
H 3.8190 4.0672 0.8753
H 5.5686 5.7407 1.3285
H 6.4888 5.4685 -0.3683
H 4.8755 6.4407 -0.2780
H 1.4522 1.1540 -1.9854
H -1.0575 2.2314 -0.0058
H -0.4253 3.0900 -1.5621
H -1.6654 0.0396 -1.7939
H -1.3410 1.3084 -3.1909
H -6.0059 0.8380 -2.3358
H -6.0889 1.1437 -4.1939
H -4.0968 -0.9847 -2.7840
H -4.2913 -0.7115 -4.7075
H -5.8053 -1.3490 -3.6654
H -4.4507 5.2516 -1.3289
H -5.3064 3.5411 -1.3095
H -4.5933 3.2390 1.2110
H -5.2049 5.0342 1.1828
H -3.3324 4.6451 1.1846
Cl -0.8872 -8.5134 1.0270
C 0.1633 -7.1219 1.3936
C -0.5242 -6.1028 2.2882
Cl -1.8521 -5.2603 1.4505
H 0.4808 -6.6771 0.4455
H 1.0499 -7.5194 1.8968
H 0.1923 -5.3361 2.5978
H -0.9340 -6.5691 3.1896
Cl -3.1291 -3.7874 5.9813
C -3.4235 -2.4129 7.0761
C -4.9063 -2.1705 7.3081
Cl -5.7258 -1.5665 5.8457
H -2.9319 -1.5311 6.6538
H -2.9339 -2.6540 8.0244
H -5.0424 -1.4112 8.0841
H -5.4183 -3.0823 7.6312
Cl 3.0419 -6.2458 -1.6110
C 1.9475 -7.2074 -2.6367
C 1.0844 -6.3337 -3.5328
Cl -0.1189 -5.4019 -2.6061
H 1.3390 -7.8405 -1.9837
H 2.5790 -7.8579 -3.2492
H 0.5273 -6.9588 -4.2371
H 1.6887 -5.6270 -4.1101
Cl 7.4195 2.3270 -3.1960
C 8.5263 0.9309 -3.2106
C 7.9202 -0.2755 -3.9097
Cl 6.5675 -0.9781 -2.9870
H 8.7984 0.7025 -2.1755
H 9.4304 1.2500 -3.7376
H 8.6738 -1.0617 -4.0156
H 7.5526 -0.0202 -4.9085
Cl 1.3447 -9.7957 -4.2813
C 2.3915 -11.2362 -4.3393
C 3.6227 -11.0876 -3.4597
Cl 4.7583 -9.8692 -4.0928
H 2.6619 -11.4176 -5.3841
H 1.7873 -12.0799 -3.9927
H 4.1666 -12.0361 -3.4175
H 3.3558 -10.8029 -2.4372
Cl -4.4581 -5.5801 3.8482
C -5.5525 -6.5417 2.8225
C -6.4156 -5.6680 1.9263
Cl -7.6189 -4.7362 2.8530
H -6.1610 -7.1748 3.4754
H -4.9210 -7.1922 2.2099
H -6.9727 -6.2931 1.2221
H -5.8113 -4.9613 1.3491
Cl 3.4670 4.9543 5.2790
C 3.1273 3.5650 6.3415
C 3.8430 3.6755 7.6783
Cl 5.6083 3.4986 7.5127
H 3.4091 2.6523 5.8075
H 2.0450 3.5459 6.5002
H 3.5060 2.8785 8.3479
H 3.6428 4.6354 8.1647
Cl -8.1614 3.5928 -2.3139
C -9.3328 3.6104 -3.6562
C -9.5432 2.2281 -4.2533
Cl -8.1020 1.6452 -5.1240
H -8.9788 4.3241 -4.4065
H -10.2758 3.9859 -3.2477
H -10.3618 2.2568 -4.9788
H -9.7959 1.4911 -3.4847
Cl 2.9936 9.8250 2.0380
C 3.3971 10.1560 0.3346
C 2.4902 9.4050 -0.6272
Cl 2.7787 7.6470 -0.5894
H 4.4497 9.9003 0.1791
H 3.2834 11.2341 0.1867
H 2.6802 9.7354 -1.6528
H 1.4330 9.5797 -0.4041
Cl 0.4632 9.0753 -4.4274
C 1.4069 7.7817 -5.2086
C 2.6447 7.4097 -4.4079
Cl 3.8632 8.7098 -4.4110
H 1.6647 8.1124 -6.2193
H 0.7448 6.9146 -5.2928
H 3.1209 6.5279 -4.8470
H 2.3974 7.1796 -3.3668
*
```

Its HOMO energy is -3.826 eV. The calculation puts the orbital gap at 5.5 eV. Its total energy is -331919.776 eV.

Löwdin population analysis, charges in e, atoms 1 to 99: -0.1402 -0.2381 -0.2210 -0.1206 -0.1970 -0.0760 -0.8159 -0.1373 -0.4306 0.8236 -0.4187 -0.0588 -0.0059 -0.0762 -0.1061 -0.3342 -0.0479 -0.0635 -0.2426 -0.1179 -0.0711 -0.1865 -0.1535 -0.2008 0.7894 -0.3712 -0.2953 -0.3237 -0.1009 -0.3092 -0.2840 -0.1065 0.0688 0.0619 0.0680 0.1016 0.0819 0.0648 0.0998 0.1121 0.1231 0.1539 0.1070 0.1117 0.0984 0.0818 0.0423 -0.0328 0.1283 0.1365 0.0825 0.0758 -0.0079 0.1705 0.1198 0.1255 0.0752 0.1088 0.1168 0.0175 0.0690 0.0909 0.0878 0.1238 0.0849 0.0743 0.0778 0.0958 0.5077 -0.6589 -0.6439 0.5454 0.0414 0.0744 0.0384 0.0673 0.5442 -0.6344 -0.6635 0.5433 0.0753 0.0746 0.0697 0.0690 0.5459 -0.7319 -0.6675 0.5460 0.0530 -0.0106 0.0481 0.0738 0.6016 -0.6574 -0.6373 0.6395 0.0715 0.0640 0.0666